{
  "formula": "C28H52BrHfO7P2S2",
  "method": "ωB97M-V with the def2-TZVPD basis set",
  "elements": ["Hf", "Br", "S", "S", "P", "P", "O", "O", "O", "O", "O", "O", "O", "C", "C", "C", "C", "C", "C", "C", "C", "C", "C", "C", "C", "C", "C", "C", "C", "C", "C", "C", "C", "C", "C", "C", "C", "C", "C", "C", "C", "H", "H", "H", "H", "H", "H", "H", "H", "H", "H", "H", "H", "H", "H", "H", "H", "H", "H", "H", "H", "H", "H", "H", "H", "H", "H", "H", "H", "H", "H", "H", "H", "H", "H", "H", "H", "H", "H", "H", "H", "H", "H", "H", "H", "H", "H", "H", "H", "H", "H", "H", "H"],
  "coordinates": [[0.769537, -0.985836, -0.796069], [-1.753826, -1.605355, 0.555593], [-0.376660, -2.619512, -2.375158], [1.063744, 0.325787, -2.971415], [0.331571, -1.350176, -3.790561], [2.918815, -2.208650, 0.128237], [2.459562, -1.920068, -1.306795], [1.482533, -2.761980, 0.677550], [-0.027393, 0.593837, -0.084876], [2.647431, -0.728385, 0.786795], [4.151138, -2.904025, 0.430987], [1.430659, -1.999096, -4.681649], [-0.837936, -1.024238, -4.789926], [0.458322, 3.319720, -0.678052], [-2.686260, 0.392971, 2.379973], [-3.308286, 1.124360, 5.247957], [1.267993, -3.304619, 2.083495], [-0.383870, 3.619411, 0.565839], [-0.922404, 1.066150, 0.813967], [-1.930643, 2.643145, 2.279240], [3.958528, 0.923885, -0.457486], [3.673316, 0.361024, 0.921352], [2.982586, 1.359564, 1.829416], [-3.580250, 3.473644, 4.481693], [-5.121395, 1.720248, 3.622896], [-2.162842, 0.989950, -4.869136], [1.230996, -3.283674, -5.383065], [0.493015, 4.351144, 1.592856], [0.737273, -2.175723, 2.967208], [-2.733394, 1.692219, 2.890380], [2.573097, -3.842093, 2.642232], [-3.675840, 2.010551, 4.049287], [1.024759, -2.986692, -6.849443], [-2.116913, -0.436694, -4.371512], [-1.044335, 2.394201, 1.221937], [0.266255, -4.423437, 1.886910], [-3.200780, -1.319044, -4.945540], [-1.798955, 0.130975, 1.370621], [4.922175, -0.195750, 1.577331], [-1.512801, 4.559911, 0.109555], [2.453853, -4.117017, -5.085430], [0.864932, -3.922003, -7.386230], [2.340903, -4.291871, 3.607488], [-2.061712, 1.011551, -5.954557], [-4.245179, 3.641511, 5.329297], [3.307565, -3.053516, 2.804509], [-3.973737, 1.336734, 6.085862], [1.054008, -2.347301, 3.995398], [-1.082003, 5.457347, -0.337547], [-0.121839, 2.807017, -1.445633], [1.141421, -1.209279, 2.661537], [3.015188, -4.599850, 1.999619], [-2.005630, 3.664049, 2.622811], [-2.569306, 3.737392, 4.797867], [3.044716, 1.278686, -0.939813], [2.570131, -4.265901, -4.012576], [-3.120826, 1.436117, -4.601692], [-1.364722, 1.588050, -4.431462], [1.337656, 2.720947, -0.454767], [0.342512, -3.757393, -4.957018], [4.429997, 0.182535, -1.104090], [-5.802192, 1.927428, 4.449834], [-0.626041, -4.064267, 1.375369], [-3.120177, -1.352421, -6.032483], [3.588050, 2.261915, 1.914426], [3.347589, -3.626571, -5.471177], [2.846263, 0.937591, 2.825713], [-0.347851, -2.124390, 2.957476], [1.004801, 5.185992, 1.111437], [-3.327587, -0.391632, 2.757116], [1.906392, -2.495844, -7.261923], [-3.887159, 4.152864, 3.684192], [0.702986, -5.236783, 1.308675], [0.802288, 4.267845, -1.094574], [5.593273, 0.639960, 1.778517], [-2.141756, 4.073754, -0.638455], [2.006032, 1.630128, 1.431583], [4.681188, -0.674185, 2.527060], [-2.150214, 4.871856, 0.936327], [0.159167, -2.344332, -7.002900], [-3.123139, -2.333612, -4.555783], [-0.032197, -4.808788, 2.862333], [-5.258171, 0.677147, 3.334062], [2.355838, -5.091108, -5.564986], [-3.401213, 0.063560, 5.010576], [-2.152736, -0.467091, -3.278852], [5.438776, -0.913720, 0.945917], [-0.097346, 4.756210, 2.415140], [-5.410229, 2.346922, 2.777493], [-4.179636, -0.918868, -4.682221], [1.247445, 3.688179, 2.018110], [4.633768, 1.774073, -0.364778], [-2.282659, 1.312732, 5.570579]],
  "atomic_forces_ev_per_a": [[-1.7, -0.3, -0.7], [0.0, 0.2, 0.1], [-0.2, 0.1, -0.2], [-0.1, -0.1, 0.0], [-0.2, -0.1, -0.4], [0.7, -0.2, 0.5], [1.6, -0.6, -0.2], [0.3, -0.2, 0.0], [-0.4, 1.3, 0.9], [0.3, -0.1, -0.1], [0.0, 0.0, 0.0], [0.0, 0.1, 0.1], [0.1, 0.0, 0.0], [0.0, 0.0, 0.0], [0.0, 0.0, 0.0], [0.0, 0.0, 0.0], [-0.1, 0.0, 0.1], [0.0, 0.0, 0.0], [0.0, 0.1, 0.0], [-0.1, 0.0, 0.0], [0.0, 0.0, 0.0], [-0.1, 0.1, 0.1], [0.0, 0.0, 0.0], [0.0, 0.0, 0.0], [0.0, 0.0, 0.0], [0.0, 0.0, 0.0], [0.0, -0.1, 0.0], [0.0, 0.0, 0.0], [0.0, 0.0, -0.1], [0.0, 0.0, 0.0], [0.0, 0.0, 0.0], [0.0, 0.0, 0.0], [0.0, 0.0, 0.0], [-0.1, 0.0, 0.0], [0.0, 0.0, -0.1], [0.0, 0.0, 0.0], [0.0, 0.0, 0.0], [0.0, -0.1, 0.0], [0.0, 0.0, 0.0], [0.0, 0.0, 0.0], [0.0, 0.0, 0.0], [0.0, 0.0, 0.0], [0.0, 0.0, 0.0], [0.0, 0.0, 0.0], [0.0, 0.0, 0.0], [0.0, 0.0, 0.0], [0.0, 0.0, 0.0], [0.0, 0.0, 0.0], [0.0, 0.0, 0.0], [0.0, 0.0, 0.0], [0.0, 0.0, 0.0], [0.0, 0.0, 0.0], [0.0, 0.0, 0.0], [0.0, 0.0, 0.0], [0.0, 0.0, 0.0], [0.0, 0.0, 0.0], [0.0, 0.0, 0.0], [0.0, 0.0, 0.0], [0.1, 0.0, 0.0], [0.0, 0.0, 0.0], [0.0, 0.0, 0.0], [0.0, 0.0, 0.0], [0.0, 0.0, 0.0], [0.0, 0.0, 0.0], [0.0, 0.0, 0.0], [0.0, 0.0, 0.0], [0.0, 0.0, 0.0], [-0.1, 0.0, 0.0], [0.0, 0.0, 0.0], [0.0, 0.0, 0.0], [0.0, 0.0, 0.0], [0.0, 0.0, 0.0], [0.0, 0.0, 0.0], [0.0, 0.0, 0.0], [0.0, 0.0, 0.0], [0.0, 0.0, 0.0], [0.0, 0.0, -0.1], [0.0, 0.0, 0.0], [0.0, 0.0, 0.0], [0.0, 0.0, 0.0], [0.0, 0.0, 0.0], [0.0, 0.0, 0.0], [0.0, 0.0, 0.0], [0.0, 0.0, 0.0], [0.0, 0.0, 0.0], [0.0, 0.0, 0.0], [0.0, 0.0, 0.0], [0.0, 0.0, 0.0], [0.0, 0.0, 0.0], [0.0, 0.0, 0.0], [0.0, 0.0, 0.0], [0.0, 0.0, 0.0], [0.0, 0.0, 0.0]],
  "e_tot_ha": -5726.1264,
  "total_charge": 1
}